1.
A structure of composition C21H22N3O8Pb at a distorted geometry. Source: the Open Molecules 2025 dataset; level of theory: the ωB97M-V functional and the def2-TZVPD basis.

E_tot	-48219.1122	eV
ΔE to the lowest compared entry with this formula, charge and spin	0.0	kcal/mol
HOMO level (spin up / spin down)	-4.7 / -4.7	eV
frontier orbital gap (spin up / spin down)	5.55 / 5.47	eV
charge	-1
LUMO (spin up / spin down)	0.031 / 0.029	hartree

Positions of all 55 atoms, in Å:
Pb1 1.247 -0.241 0.100
C1 -0.958 -0.248 2.812
C2 -0.501 1.094 2.703
C3 -1.254 1.734 1.679
H1 0.279 1.559 3.315
C4 -2.147 0.767 1.117
C5 -1.950 -0.467 1.812
H2 -2.481 -1.393 1.630
H3 -0.649 -0.969 3.570
H4 -1.207 2.792 1.407
H5 -2.877 0.952 0.332
C6 0.868 -2.117 -1.884
C7 -0.302 -2.504 -1.151
C8 -1.328 -1.558 -1.425
H6 -0.401 -3.384 -0.524
C9 -0.817 -0.589 -2.331
C10 0.547 -0.917 -2.612
H7 1.211 -0.359 -3.275
H8 1.823 -2.645 -1.888
H9 -2.350 -1.599 -1.055
H10 -1.389 0.219 -2.790
O1 1.575 1.885 -0.062
C11 -0.417 3.770 -2.435
C12 0.705 4.117 -1.371
C13 -1.747 3.308 -1.742
C14 0.185 2.916 -3.611
C15 1.630 3.229 -0.275
H11 0.336 4.929 -0.707
H12 1.525 4.683 -1.870
H13 2.703 3.463 -0.487
H14 1.527 3.737 0.722
H15 -2.651 3.819 -2.111
H16 -1.671 3.488 -0.661
H17 -1.938 2.224 -1.769
H18 0.173 3.453 -4.569
H19 -0.270 1.936 -3.802
H20 1.222 2.648 -3.343
O2 2.830 -7.538 3.208
N1 3.593 -6.620 2.831
O3 4.834 -6.748 2.783
C16 2.996 -5.363 2.446
C17 1.605 -5.223 2.588
C18 1.034 -3.997 2.322
C19 1.844 -2.860 1.991
O4 1.361 -1.696 2.141
C20 3.234 -3.116 1.607
C21 3.813 -4.329 1.970
N2 4.055 -2.129 0.957
O5 5.288 -2.269 1.010
O6 3.536 -1.151 0.308
N3 -0.398 -3.626 2.576
O7 -1.169 -3.547 1.600
O8 -0.699 -3.310 3.736
H21 1.034 -6.081 2.944
H22 4.881 -4.507 1.869

Cartesian forces, eV/Å:
Pb -1.743 0.312 -0.738
C 1.250 1.836 0.922
C 0.005 -0.769 0.421
C 0.321 -0.261 0.625
H -0.444 -0.239 -0.308
C -0.295 -2.357 0.835
C -1.484 2.242 -2.115
H 0.136 0.152 0.016
H -0.052 0.348 -0.442
H 0.128 -0.508 0.076
H 0.313 -0.119 0.150
C -0.697 0.224 0.036
C 0.302 0.446 -0.604
C 0.725 -0.068 -0.359
H 0.076 0.264 -0.185
C 0.612 -0.511 0.237
C -0.447 -0.164 0.393
H -0.198 -0.252 0.189
H -0.280 0.129 -0.111
H 0.276 0.017 -0.016
H 0.247 -0.198 0.254
O -0.691 0.197 -0.663
C 1.438 -2.846 2.051
C 0.358 1.438 0.030
C 0.655 0.384 -0.202
C -0.189 0.486 0.658
C 0.869 0.480 0.471
H -0.400 -0.542 -0.250
H -0.482 -0.548 -0.309
H -0.594 0.247 -0.596
H -0.621 0.048 -0.611
H 0.288 -0.114 -0.016
H -0.028 0.386 -0.301
H 0.291 0.183 -0.537
H 0.133 0.008 0.184
H -0.482 0.320 0.283
H -0.262 0.426 -0.229
O 1.225 1.483 -0.610
N 0.671 -1.642 0.468
O -1.974 0.352 0.018
C 0.463 0.569 -0.159
C -0.974 0.595 0.005
C 0.533 -0.782 0.236
C -0.177 2.146 0.036
O 0.828 -1.590 -0.208
C -0.630 -0.621 0.365
C -0.308 -0.453 -0.122
N 1.107 1.546 -0.713
O -2.042 0.210 -0.120
O 1.459 -2.503 1.535
N -1.163 0.523 -0.209
O 1.645 -0.527 2.193
O 0.487 -0.801 -1.739
H 0.088 0.324 -0.119
H -0.273 0.097 -0.094

---

2.
A structure of composition C28H36ClN8SZr. Source: the Open Molecules 2025 dataset; level of theory: the ωB97M-V functional and the def2-TZVPD basis.

E_tot	-66177.1985	eV
ΔE to the lowest compared entry with this formula, charge and spin	0.0	kcal/mol
HOMO level (spin up / spin down)	-7.6 / -7.7	eV
frontier orbital gap (spin up / spin down)	4.91 / 4.91	eV
charge	+1
LUMO (spin up / spin down)	-0.101 / -0.101	hartree

Positions of all 75 atoms, in Å:
Zr1 -0.961 -0.272 0.416
C1 -1.560 -3.983 -1.992
C2 -1.020 -2.728 -1.375
N1 -1.676 -2.117 -0.332
C3 -2.785 -2.725 0.373
C4 -2.435 -2.806 1.864
N2 -1.610 -1.636 2.276
C5 -2.050 -0.889 3.467
C6 -2.895 0.306 3.061
N3 -2.186 1.137 2.070
C7 -1.146 2.061 2.605
C8 0.273 1.530 2.399
N4 0.508 1.128 1.018
C9 1.428 1.770 0.215
C10 1.941 3.104 0.703
C11 1.445 -0.035 -1.607
C12 2.209 -0.471 -2.654
C13 1.959 -1.715 -3.294
C14 0.920 -2.465 -2.886
C15 0.072 -2.025 -1.819
N5 0.366 -0.806 -1.139
H1 -2.623 -3.879 -2.221
H2 -1.452 -4.855 -1.340
H3 -1.057 -4.217 -2.925
H4 -3.029 -3.722 -0.002
H5 -3.707 -2.134 0.247
H6 -1.849 -3.709 2.047
H7 -3.331 -2.861 2.485
H8 -0.665 -1.986 2.460
H9 -1.156 -0.543 3.991
H10 -2.602 -1.525 4.163
H11 -3.176 0.888 3.945
H12 -3.820 -0.042 2.592
H13 -2.879 1.705 1.595
H14 -1.338 2.266 3.665
H15 -1.244 3.002 2.061
H16 0.454 0.672 3.062
H17 0.975 2.295 2.737
H18 2.643 2.985 1.531
H19 1.114 3.724 1.060
H20 2.456 3.648 -0.081
H21 3.042 0.121 -2.992
H22 2.606 -2.042 -4.096
H23 0.712 -3.414 -3.359
Cl1 -6.053 1.368 -1.911
C16 -4.359 1.647 -1.817
C17 -3.769 2.722 -2.470
C18 -2.398 2.888 -2.366
C19 -1.662 1.989 -1.613
N6 -2.245 0.969 -0.972
C20 -3.565 0.784 -1.086
H24 -4.378 3.401 -3.049
H25 -1.895 3.704 -2.865
H26 -0.582 2.078 -1.513
H27 -3.998 -0.077 -0.590
N7 2.312 -4.444 2.635
C21 2.281 -3.168 3.045
N8 2.707 -2.913 4.292
S1 1.717 -1.947 2.033
H28 2.735 -5.179 3.177
H29 2.062 -4.632 1.680
H30 3.151 -3.613 4.863
H31 2.756 -1.953 4.580
C22 1.806 1.264 -0.992
C23 2.793 2.068 -1.785
C24 2.384 2.817 -2.883
C25 3.292 3.570 -3.611
C26 4.632 3.579 -3.250
C27 5.055 2.831 -2.161
C28 4.141 2.080 -1.436
H32 1.340 2.796 -3.178
H33 2.958 4.149 -4.462
H34 5.343 4.165 -3.818
H35 6.100 2.828 -1.878
H36 4.469 1.488 -0.589

Cartesian forces, eV/Å:
Zr -0.104 -0.327 0.549
C 0.099 -0.070 0.048
C -0.326 0.080 0.020
N 0.260 0.295 -0.060
C -0.099 -0.087 -0.037
C -0.003 -0.052 0.002
N 0.208 -0.001 -0.065
C -0.013 0.057 0.057
C -0.040 -0.027 0.079
N 0.098 -0.022 -0.150
C 0.015 0.048 0.047
C 0.140 -0.032 0.145
N -0.541 -0.211 -0.267
C 0.104 -0.044 -0.010
C 0.037 0.016 -0.031
C 0.054 0.006 -0.008
C -0.054 -0.069 0.012
C 0.029 0.091 0.051
C -0.200 -0.080 0.056
C 0.364 -0.027 -0.147
N -0.007 0.006 -0.074
H -0.003 0.010 -0.010
H 0.001 0.001 0.023
H 0.003 -0.004 0.006
H 0.005 0.017 0.067
H 0.060 0.010 0.030
H -0.024 0.016 -0.001
H -0.007 0.004 -0.029
H -0.022 0.015 -0.022
H -0.015 -0.014 -0.004
H -0.005 0.025 -0.027
H 0.012 -0.019 -0.017
H 0.015 -0.010 0.002
H 0.011 -0.041 0.012
H 0.019 -0.010 -0.020
H 0.013 -0.024 0.014
H -0.015 0.028 -0.027
H -0.048 -0.007 -0.005
H 0.006 -0.013 0.005
H -0.008 0.010 0.012
H -0.029 -0.007 0.016
H 0.007 0.040 0.016
H -0.003 -0.019 -0.012
H -0.004 0.011 -0.001
Cl -0.044 -0.010 -0.004
C 0.195 0.039 -0.045
C -0.086 -0.016 0.009
C 0.024 -0.144 0.040
C -0.009 0.202 -0.121
N -0.021 0.015 -0.029
C -0.114 0.085 -0.042
H 0.000 0.016 -0.012
H -0.007 0.018 -0.019
H -0.025 -0.013 0.025
H 0.009 0.027 -0.003
N 0.039 0.003 0.035
C -0.129 -0.136 0.047
N 0.025 -0.031 -0.029
S -0.031 0.228 -0.042
H 0.005 0.004 -0.007
H 0.012 0.004 0.002
H 0.004 0.009 -0.002
H 0.013 -0.007 -0.004
C 0.139 0.128 -0.022
C 0.022 0.007 0.042
C -0.010 -0.028 0.006
C 0.005 0.025 -0.025
C 0.023 0.009 0.001
C 0.017 0.008 0.007
C -0.043 -0.020 -0.039
H -0.014 0.001 -0.008
H -0.008 0.007 -0.010
H 0.009 0.002 -0.003
H 0.008 0.003 0.000
H 0.003 -0.002 0.007

---

The lowest E_tot belongs to which entry?
C28H36ClN8SZr

---

Look up the charge of the second one.
+1